[1]
C34H25Cl5N5O3RbS | ωB97M-V/def2-TZVPD

ORCA input file:
```
! RIJCOSX wB97M-V def2-TZVPD def2/J DEFGRID3
* xyz -2 1
Rb 0.4673 0.2984 -0.7532
C 4.4567 -0.8551 -3.6300
C 4.6412 -2.2251 -3.4873
C 3.6002 -2.9996 -3.0214
C 2.3759 -2.3872 -2.7037
N 2.2089 -1.0692 -2.8642
C 3.2079 -0.3368 -3.3004
C 1.2229 -3.1291 -2.1932
C 1.2795 -4.4916 -1.8691
C 0.1466 -5.1185 -1.3909
C -1.0130 -4.3773 -1.2201
C -0.9691 -3.0285 -1.5527
N 0.0917 -2.4326 -2.0443
H 5.2534 -0.2211 -3.9900
H 5.5913 -2.6810 -3.7402
H 3.7384 -4.0656 -2.9131
H 2.9959 0.7195 -3.4067
H 2.1953 -5.0554 -1.9753
H 0.1696 -6.1730 -1.1426
H -1.9101 -4.8349 -0.8321
H -1.8436 -2.4039 -1.4212
N 2.5164 3.8604 2.5236
C 1.5701 3.1677 1.6151
O 1.9503 1.9906 1.2357
C 0.1024 3.4916 1.8962
C 0.7788 4.0956 0.6887
H 3.3748 3.3143 2.4804
H 2.7235 4.7855 2.1634
H -0.1459 4.1511 2.7197
H -0.6014 2.6924 1.7074
H 0.9956 5.1590 0.7087
H 0.5086 3.6989 -0.2819
Cl 2.2409 3.4449 -4.4161
C 0.7314 2.6352 -4.7278
C 0.1731 1.9024 -3.6858
C -1.0283 1.2836 -4.0445
Cl -1.8335 0.3490 -2.8370
C -1.6152 1.3764 -5.3007
Cl -3.0997 0.5630 -5.6744
C -1.0040 2.1406 -6.2875
Cl -1.7204 2.2847 -7.8541
C 0.1908 2.7830 -5.9992
Cl 0.9511 3.7420 -7.2346
O -0.5125 -3.1920 1.8654
S 0.0325 -1.8565 1.6460
O 1.0752 -1.8039 0.6487
N -1.0692 -0.7738 1.2574
C -2.1244 -0.5015 2.0210
C -2.4139 -1.1173 3.2457
C -3.5291 -0.7749 3.9920
C -4.4216 0.1829 3.5645
C -4.1941 0.8438 2.3460
C -5.0571 1.8321 1.8242
C -4.7437 2.4601 0.6488
C -3.5693 2.0845 -0.0180
N -2.7648 1.1506 0.4182
C -3.0409 0.5221 1.5669
C 0.8099 -1.3521 3.2065
C 1.3173 -0.0761 3.3650
C 1.8570 0.2877 4.5893
C 1.9070 -0.6197 5.6347
C 1.4249 -1.9076 5.4580
C 0.8719 -2.2685 4.2405
H -1.7492 -1.8922 3.5950
H -3.6979 -1.2867 4.9335
H -5.2848 0.4368 4.1653
H -5.9625 2.0856 2.3640
H -5.3819 3.2288 0.2347
H -3.2906 2.5583 -0.9513
H 1.3383 0.6268 2.5397
H 2.2343 1.2915 4.7193
H 2.3227 -0.3297 6.5920
H 1.4713 -2.6235 6.2697
H 0.4787 -3.2601 4.0734
*
```

Calculated values
- Kohn-Sham gap (eV) = 4.8
- lowest unoccupied orbital energy (eV) = 3.8
- ΔE to the lowest compared entry with this formula, charge and spin (kcal per mole) = 8.32

These are the Mulliken partial charges, in e, on atoms 1 to 2:
1. Rb 0.67
2. C -0.77

***

[2]
C34H25N2Pt | ωB97M-V/def2-TZVPD

ORCA input file:
```
! RIJCOSX wB97M-V def2-TZVPD def2/J DEFGRID3
* xyz -1 1
Pt -0.5415 2.2699 0.1757
N 2.6797 1.7374 -0.4219
C 3.0541 1.4525 0.8880
C 3.9240 0.3830 1.1229
C 4.4123 0.1060 2.3833
C 4.0407 0.9015 3.4579
C 3.1713 1.9560 3.2340
C 2.6562 2.2542 1.9710
C 1.7176 3.4197 1.9109
C 2.1893 4.6307 2.4116
C 1.3498 5.7144 2.6466
C -0.0078 5.5783 2.4319
C -0.4991 4.3801 1.9169
C 0.3478 3.3094 1.5698
H 2.7229 0.9203 -1.0147
H 1.7518 2.1476 -0.4897
H 4.2098 -0.2410 0.2834
H 5.0716 -0.7412 2.5259
H 4.4025 0.6941 4.4568
H 2.8453 2.5646 4.0695
H 3.2477 4.7171 2.6305
H 1.7593 6.6426 3.0270
H -0.6889 6.3874 2.6695
H -1.5695 4.2691 1.7844
C -0.4721 0.4636 0.7765
C -0.2788 -0.7280 0.5081
C -0.0508 -2.0931 0.3392
C -1.0720 -2.8769 -0.3251
C -2.0662 -2.2597 -1.1213
C -3.0777 -2.9813 -1.7284
C -3.1637 -4.3632 -1.5856
C -2.2112 -4.9929 -0.7919
C -1.2004 -4.2770 -0.1753
C 1.2014 -2.6439 0.8402
C 1.8001 -3.8065 0.3123
C 3.0160 -4.2788 0.7789
C 3.7017 -3.6170 1.7901
C 3.1398 -2.4552 2.3116
C 1.9276 -1.9787 1.8496
H -2.0252 -1.1836 -1.2302
H -3.8200 -2.4580 -2.3236
H -3.9546 -4.9276 -2.0640
H -2.2671 -6.0651 -0.6347
H -0.5055 -4.8009 0.4672
H 1.3133 -4.3281 -0.5015
H 3.4409 -5.1728 0.3340
H 4.6525 -3.9880 2.1531
H 3.6588 -1.9058 3.0891
H 1.5171 -1.0615 2.2551
N -1.6877 1.6156 -1.4427
C -2.5310 1.4453 -2.1999
C -3.5326 1.2105 -3.1966
C -4.5677 2.1273 -3.3692
C -5.5343 1.8841 -4.3294
C -5.4689 0.7358 -5.1079
C -4.4368 -0.1756 -4.9292
C -3.4628 0.0552 -3.9730
H -4.6063 3.0141 -2.7514
H -6.3421 2.5902 -4.4682
H -6.2294 0.5482 -5.8548
H -4.3921 -1.0731 -5.5313
H -2.6593 -0.6513 -3.8112
*
```

Calculated values
- Kohn-Sham gap (alpha / beta) (eV) = 3.9 / 3.9
- lowest unoccupied orbital energy (alpha / beta) (eV) = 1.8 / 1.8
- ΔE to the lowest compared entry with this formula, charge and spin (kcal per mole) = 27.07

These are the Mulliken partial charges, in e, on atoms 1 to 2:
1. Pt 0.01
2. N -0.51

***

[3]
C34H26BrN2O2PSc | ωB97M-V/def2-TZVPD

ORCA input file:
```
! RIJCOSX wB97M-V def2-TZVPD def2/J DEFGRID3
* xyz 1 1
Sc 0.9546 0.0856 -0.5071
C -6.0084 1.0169 -1.9667
C -5.0167 1.5310 -2.7881
C -3.6902 1.4784 -2.3891
C -3.3526 0.9192 -1.1580
C -4.3504 0.3952 -0.3387
C -5.6745 0.4493 -0.7444
P -1.5965 0.9350 -0.6746
C -1.5544 -0.3985 0.6058
C -1.6975 -0.1886 1.9761
C -1.7242 -1.2703 2.8424
C -1.5992 -2.5643 2.3534
C -1.4539 -2.7847 0.9908
C -1.4251 -1.7074 0.1188
C -1.3849 2.4690 0.2964
C -2.4581 3.1966 0.7480
C -2.2649 4.3994 1.4543
C -1.0021 4.8693 1.6699
C 0.1270 4.1607 1.1947
C 1.4377 4.6665 1.3739
C 2.5167 3.9865 0.8892
C 2.3342 2.7502 0.2318
C 1.0868 2.1862 0.0370
C -0.0486 2.9303 0.5066
H -7.0436 1.0526 -2.2791
H -5.2761 1.9658 -3.7442
H -2.9140 1.8761 -3.0320
H -4.0993 -0.0539 0.6131
H -6.4461 0.0425 -0.1041
H -1.8017 0.8200 2.3570
H -1.8456 -1.1033 3.9053
H -1.6231 -3.4036 3.0364
H -1.3709 -3.7935 0.6079
H -1.3561 -1.8792 -0.9503
H -3.4675 2.8598 0.5510
H -3.1254 4.9525 1.8069
H -0.8443 5.8018 2.1989
H 1.5635 5.6099 1.8918
H 3.5151 4.3876 1.0079
H 3.2220 2.2284 -0.1163
N 1.3220 0.7931 2.9008
C 1.5480 -0.5175 2.6701
C 1.7522 -1.4015 3.7479
C 2.0296 -2.7182 3.5013
C 2.1036 -3.1642 2.1768
C 1.8757 -2.2579 1.1813
N 1.5771 -0.9522 1.3919
H 1.4139 1.1486 3.8350
H 1.3708 1.4539 2.1371
H 1.7035 -1.0168 4.7578
H 2.1991 -3.4053 4.3195
H 2.3480 -4.1886 1.9385
H 1.9473 -2.5670 0.1467
Br 3.3242 0.2193 -4.5772
C 3.5682 -1.6027 -4.1196
C 4.3366 -2.4141 -4.9351
C 4.4744 -3.7576 -4.6193
C 3.8322 -4.2927 -3.5137
C 3.0490 -3.4801 -2.7114
C 2.9273 -2.1263 -2.9997
C 2.1244 -1.2482 -2.1072
O 2.6926 -0.3251 -1.4327
O 0.8772 -1.4216 -1.9622
H 4.8178 -1.9999 -5.8097
H 5.0798 -4.3920 -5.2526
H 3.9343 -5.3433 -3.2796
H 2.5297 -3.8971 -1.8573
*
```

Calculated values
- Kohn-Sham gap (eV) = 8.1
- lowest unoccupied orbital energy (eV) = -2.8
- ΔE to the lowest compared entry with this formula, charge and spin (kcal per mole) = 5.36

These are the Mulliken partial charges, in e, on atoms 1 to 2:
1. Sc -0.84
2. C -0.49